# C28H39Cl3N2O3PPt

A structure of composition C28H39Cl3N2O3PPt (the ωB97M-V functional and the def2-TZVPD basis, OMol25).

XYZ file:
```
77
Properties=species:S:1:pos:R:3:forces:R:3
Pt 0.107 -1.170 0.831 0.04 -0.17 -0.40
Cl 2.263 -1.398 7.940 0.03 -0.03 -0.21
C 2.422 -1.628 6.302 -0.07 0.05 0.21
C 1.235 -1.417 5.490 -0.12 0.03 -0.08
C 1.298 -1.595 4.166 -0.34 0.06 0.15
Cl -0.144 -1.457 3.216 0.06 0.08 0.23
C 2.564 -2.007 3.503 0.30 -0.10 -0.30
O 2.666 -2.186 2.324 -0.15 0.06 0.22
C 3.761 -2.204 4.426 0.16 0.01 0.11
Cl 5.172 -2.652 3.683 -0.02 0.01 0.08
C 3.658 -2.013 5.776 0.17 -0.06 -0.13
H 0.321 -1.134 5.997 -0.01 0.00 -0.03
H 4.504 -2.153 6.436 0.02 -0.01 -0.02
C 1.747 0.240 -5.702 0.01 0.00 0.00
C 0.319 -0.231 -5.383 0.00 -0.02 0.04
C -0.685 0.884 -5.721 -0.01 0.00 -0.01
C 0.000 -1.467 -6.223 -0.01 0.01 -0.02
C 0.228 -0.520 -3.895 0.00 0.03 -0.01
C -0.120 -1.763 -3.375 0.00 0.00 -0.05
C -0.180 -1.962 -2.011 -0.03 -0.08 0.05
N 0.085 -0.978 -1.148 0.15 0.16 0.12
C 0.422 0.251 -1.615 0.01 0.04 -0.07
C 0.499 0.495 -2.965 -0.03 -0.09 0.04
C 0.675 1.248 -0.561 0.00 0.00 0.01
C 0.981 2.575 -0.800 -0.01 -0.02 -0.04
C 1.187 3.467 0.248 -0.02 -0.06 0.07
C 1.059 2.938 1.540 0.02 0.06 -0.04
C 0.754 1.614 1.722 -0.01 -0.05 -0.03
N 0.567 0.768 0.695 0.10 0.25 0.10
C 1.524 4.931 0.041 0.01 -0.02 0.01
C 2.883 5.210 0.705 0.00 0.01 0.00
C 1.607 5.295 -1.441 0.00 0.02 -0.01
C 0.433 5.782 0.711 -0.01 0.01 -0.02
H 1.827 0.435 -6.771 0.00 0.00 0.00
H 2.485 -0.521 -5.443 0.00 -0.01 0.00
H 2.005 1.164 -5.183 0.00 0.00 0.00
H -0.625 1.106 -6.786 0.00 0.00 -0.01
H -0.475 1.809 -5.182 0.01 0.00 0.00
H -1.709 0.579 -5.499 0.00 -0.01 0.00
H 0.084 -1.209 -7.277 -0.01 -0.01 0.00
H -1.017 -1.825 -6.057 -0.01 0.01 0.00
H 0.699 -2.285 -6.034 0.01 0.01 0.00
H -0.342 -2.596 -4.024 -0.01 0.00 0.01
H -0.445 -2.916 -1.579 0.02 0.03 -0.02
H 0.775 1.479 -3.313 0.00 0.01 0.00
H 1.055 2.919 -1.820 0.00 0.01 0.00
H 1.191 3.564 2.411 0.00 0.01 0.00
H 0.639 1.203 2.715 -0.01 -0.01 0.00
H 3.675 4.605 0.260 0.00 0.00 0.00
H 2.862 5.021 1.779 0.00 0.00 0.00
H 3.142 6.259 0.563 0.00 0.00 0.00
H 2.390 4.740 -1.960 0.01 -0.01 0.01
H 1.851 6.353 -1.530 0.00 0.00 -0.01
H 0.657 5.140 -1.956 -0.01 0.00 0.01
H 0.366 5.601 1.784 0.01 -0.01 0.00
H -0.546 5.595 0.266 0.00 0.00 0.00
H 0.669 6.836 0.572 0.00 0.01 0.00
C -4.598 -2.218 3.638 -0.03 0.01 0.00
P -4.092 -2.496 1.944 0.11 -0.04 -0.11
C -4.781 -4.063 1.428 -0.03 0.01 -0.01
C -4.835 -1.212 0.941 -0.03 -0.03 0.01
O -2.570 -2.471 1.819 -0.05 0.00 0.17
H -5.686 -2.200 3.705 0.00 -0.01 0.01
H -4.211 -1.262 3.991 0.00 0.00 -0.02
H -4.222 -3.020 4.272 0.01 0.00 -0.01
H -5.869 -4.036 1.487 0.00 -0.01 0.00
H -4.414 -4.861 2.074 0.01 0.00 0.00
H -4.492 -4.275 0.399 0.00 0.01 0.00
H -5.921 -1.232 1.040 -0.01 0.01 -0.01
H -4.573 -1.369 -0.105 -0.01 -0.01 0.00
H -4.468 -0.236 1.258 0.00 -0.01 0.02
C 0.272 -4.219 1.258 -0.04 -0.07 0.04
O -0.492 -3.126 0.724 -0.32 0.20 -0.04
H -0.086 -5.139 0.801 0.00 -0.02 0.04
H 0.154 -4.283 2.341 0.00 -0.01 -0.02
H 1.317 -4.070 1.001 -0.02 0.01 -0.03
H -1.458 -3.026 1.135 0.15 -0.23 -0.02
```
Forces are in eV/Å.

Properties
Maximum force (Eh/bohr): 0.0086
Calculated total energy (eV): -88870.7188
Charge: +3



# C22H30F3N3O

An isolated molecule of C22H30F3N3O (the ωB97M-V functional and the def2-TZVPD basis, OMol25).

XYZ file:
```
59
Properties=species:S:1:pos:R:3:forces:R:3
O -5.268 -1.157 -0.967 -0.11 -0.21 -0.36
C -4.961 -0.674 0.099 0.18 -0.02 0.55
N -5.698 0.300 0.694 -0.16 0.50 0.11
C -6.876 0.849 0.101 -0.13 -0.15 -0.12
C -6.753 1.562 -1.213 0.02 -0.07 0.03
C -7.009 2.341 0.040 -0.06 0.14 0.09
H -7.985 2.774 0.195 -0.09 -0.03 0.01
H -6.199 2.933 0.440 0.11 -0.01 0.02
H -7.550 1.445 -1.930 -0.11 -0.03 0.01
H -5.772 1.616 -1.656 0.12 -0.04 0.05
H -7.772 0.261 0.274 -0.01 0.13 -0.11
H -5.445 0.624 1.614 0.04 -0.11 -0.11
C -3.743 -1.093 0.925 0.13 -0.23 -0.02
C -2.750 0.063 1.096 0.05 0.04 -0.14
C -2.048 0.379 -0.236 -0.01 0.11 0.18
N -1.400 -0.751 -0.855 -0.03 -0.10 -0.10
C -2.315 -1.860 -1.008 -0.14 -0.18 -0.02
C -3.026 -2.284 0.284 -0.13 0.10 -0.19
H -2.305 -2.694 0.996 -0.01 -0.02 0.03
H -3.753 -3.061 0.044 0.01 -0.06 0.04
H -1.775 -2.710 -1.428 0.00 0.02 -0.04
H -3.081 -1.556 -1.727 0.06 -0.16 0.03
C -0.018 -1.038 -0.540 0.18 0.37 0.04
C 0.907 -0.018 -1.218 0.14 -0.43 -0.03
C 2.363 -0.418 -1.019 -0.14 0.33 -0.08
N 2.677 -0.475 0.399 0.10 -0.16 0.04
C 1.861 -1.476 1.058 -0.15 0.13 0.24
C 0.385 -1.108 0.942 0.11 -0.34 -0.23
H -0.210 -1.854 1.471 -0.06 0.02 0.05
H 0.234 -0.134 1.411 -0.06 0.05 0.07
H 2.147 -1.511 2.114 0.03 -0.07 -0.07
H 2.025 -2.481 0.627 0.02 0.00 0.04
C 4.096 -0.690 0.614 -0.15 -0.21 0.11
C 4.887 0.557 0.320 0.22 0.15 -0.07
C 4.280 1.798 0.473 0.03 -0.09 0.00
C 4.971 2.970 0.232 0.11 0.04 -0.01
C 6.297 2.925 -0.165 0.00 0.06 -0.01
C 6.926 1.704 -0.312 -0.02 -0.14 0.02
C 6.228 0.526 -0.069 0.04 0.05 0.00
C 6.943 -0.785 -0.233 0.20 -0.33 -0.09
F 8.254 -0.645 -0.474 0.16 0.25 -0.03
F 6.854 -1.571 0.858 -0.16 0.06 0.21
F 6.461 -1.519 -1.258 -0.18 0.06 -0.14
H 7.961 1.658 -0.615 0.05 -0.01 -0.01
H 6.843 3.836 -0.357 0.05 0.09 -0.02
H 4.476 3.921 0.355 -0.05 0.09 0.01
H 3.246 1.817 0.781 -0.11 0.02 0.01
H 4.251 -0.943 1.669 -0.02 -0.07 -0.10
H 4.464 -1.540 0.016 -0.03 0.09 0.12
H 3.019 0.320 -1.486 -0.01 -0.09 -0.04
H 2.549 -1.394 -1.504 0.05 0.03 0.02
H 0.675 0.034 -2.282 -0.05 0.00 -0.02
H 0.752 0.970 -0.784 -0.02 0.11 0.01
H 0.192 -2.018 -0.988 0.01 0.04 0.02
H -1.319 1.177 -0.086 -0.06 0.07 -0.04
H -2.806 0.742 -0.942 0.02 0.14 0.03
H -3.254 0.965 1.451 0.04 0.02 0.06
H -2.012 -0.222 1.847 0.00 0.03 0.03
H -4.122 -1.389 1.913 0.01 0.06 -0.10
```
Forces are in eV/Å.

Properties
Maximum force (Eh/bohr): 0.0113
SMILES: O=C(NC1CC1)C1CCN(C2CCN(Cc3ccccc3C(F)(F)F)CC2)CC1
Calculated total energy (eV): -37971.6904



Q: maximum force of number 1 (C28H39Cl3N2O3PPt)?
A: 0.0086 Eh/bohr